--- A ---
The following is a quantum chemistry calculation of a molecular structure, C2H6O2S, from the OMol25 dataset.

ORCA input file:
```
! wB97M-V def2-TZVPD RIJCOSX def2/J DEFGRID3
* xyz 0 1
H 0.1436 -2.1176 0.0144
H 0.6346 -1.0038 -1.3480
H -2.5344 0.2332 0.5420
O -2.1135 0.6749 -0.2275
O 2.0843 1.0365 -0.2478
S 1.3323 0.1066 0.6056
H -0.9835 1.5703 1.4012
C 0.9099 -1.4807 -0.3338
H 1.8378 -1.8559 -0.5683
C -0.8779 1.0440 0.4007
H -0.4333 1.7924 -0.2385
*
```

As for the HOMO-LUMO gap (alpha / beta): 8.427 / 8.429 eV. The calculation puts the lowest unoccupied orbital energy (alpha / beta) at -0.025 / -0.023 eV.



--- B ---
The following is a quantum chemistry calculation of 2 unconnected molecules or ions with the total composition C2H6O2S, from the OMol25 dataset.

ORCA input file:
```
! wB97M-V def2-TZVPD RIJCOSX def2/J DEFGRID3
* xyz 0 1
C 0.9734 0.5273 -1.6654
H -2.1586 -0.1653 0.7953
H 0.8425 -0.8731 0.9130
H -0.2998 1.8424 -0.8704
H 1.9374 0.5940 -2.0970
C -1.5239 -1.0373 0.7812
S -0.0608 -0.2603 1.6117
O 0.2812 -0.4693 -1.6400
H -1.7761 -1.8738 1.4817
H -1.4971 -1.6463 -0.1464
O 0.6223 1.6375 -0.9298
*
```

As for the HOMO-LUMO gap: 9.532 eV. The calculation puts the lowest unoccupied orbital energy at 0.789 eV.



Which structure is most stable? B, by 237.8 kJ/mol over the runner-up.



--- A ---
The following is a quantum chemistry calculation of 2 unconnected molecules or ions with the total composition C2H6O2S, from the OMol25 dataset.

ORCA input file:
```
! wB97M-V def2-TZVPD RIJCOSX def2/J DEFGRID3
* xyz 0 1
O 0.6220 -1.8812 -0.6262
H 0.3631 -0.5074 2.5564
H 0.2653 1.4584 -1.5007
H -1.3367 0.4557 -1.1489
H -0.3702 1.0777 1.8671
O 2.0245 0.1539 -0.3988
S 0.7521 -0.4690 -0.3441
H -1.2607 -0.5883 1.5731
C -0.2777 0.5089 -1.5034
C -0.3604 -0.0628 1.9105
H -0.4213 -0.1459 -2.3851
*
```

As for the HOMO-LUMO gap (alpha / beta): 8.557 / 8.556 eV. The calculation puts the lowest unoccupied orbital energy (alpha / beta) at -0.568 / -0.569 eV.



--- B ---
The following is a quantum chemistry calculation of C2H6O2S in the gas phase, from the OMol25 dataset.

ORCA input file:
```
! wB97M-V def2-TZVPD RIJCOSX def2/J DEFGRID3
* xyz 0 1
O 0.9506 0.6277 -2.3217
S 0.0242 -0.2922 -1.6585
H -1.2152 0.9681 -0.1765
H 2.3191 -0.3289 1.5593
H -2.0192 -0.4479 -0.6691
H 0.8548 -1.1930 2.2925
H 0.7252 0.4293 2.0124
O 0.5821 -0.8308 0.2672
C 1.2189 -0.4069 1.5821
H -1.9355 1.0812 -1.8050
C -1.5049 0.3933 -1.0828
*
```

As for the HOMO-LUMO gap (alpha / beta): 8.955 / 8.958 eV. The calculation puts the lowest unoccupied orbital energy (alpha / beta) at -0.596 / -0.596 eV.



Which structure is most stable? A, by 36.7 kJ/mol over the runner-up.



--- A ---
The following is a quantum chemistry calculation of 10 unconnected molecules or ions with the total composition C38H105N9O11, from the OMol25 dataset.

ORCA input file:
```
! wB97M-V def2-TZVPD RIJCOSX def2/J DEFGRID3
* xyz 0 1
H -12.6084 4.0326 -2.5240
H -21.5174 -3.8979 -4.1568
H -18.5580 8.6319 7.0737
O -23.5333 -0.5175 -3.6843
H -16.1074 -1.1510 10.6144
H -13.4844 4.0249 -1.0122
C -23.2602 -2.7891 5.9588
H -16.7467 8.4244 5.2110
H -17.5864 12.8333 -2.4428
N -21.7039 -2.0072 7.6736
O -15.8019 2.3777 -8.3791
H -11.4913 -0.2591 -0.4444
H -12.3920 2.0979 -10.2622
C -22.4138 -2.2682 3.8190
C -23.7997 -2.8399 8.3478
H -20.8043 14.7780 -3.9691
H -17.6581 8.3159 3.6578
C -14.4911 1.9279 -8.7830
H -25.3582 10.4761 -9.6624
H -24.1897 5.3232 7.3656
H -20.6328 6.5347 -2.6221
H -21.1540 -1.9493 6.8284
H -22.3474 14.3430 -6.0369
C -11.8505 -0.3646 -1.4681
H -22.0943 7.0080 -3.1328
O -27.3491 11.1994 -7.6505
H -23.0604 -3.3218 -3.5450
O -13.4118 2.1569 -1.9483
H -15.4246 2.2159 -6.3251
H -14.7976 1.3319 -0.7166
H -23.0562 6.3293 -0.6605
H -14.4348 -0.5870 -9.4842
O -19.5438 12.3086 -3.0391
C -17.7107 8.2253 4.7428
H -24.2158 -1.8645 8.5998
H -21.1402 8.3777 -0.6245
H -19.9018 3.0011 0.4519
H -20.5501 3.9188 1.8410
C -13.2977 -0.1782 -1.2336
H -17.8616 11.1124 -2.9160
H -23.2287 -2.6588 3.2096
C -21.0430 13.1772 -4.7413
C -21.6044 -1.6666 -4.3261
C -21.0492 5.9832 0.1281
C -19.5583 12.7504 -4.4023
O -17.8988 6.8213 5.0785
O -22.2914 -3.0409 5.0205
H -24.5514 6.9369 8.1679
C -25.7922 3.7584 4.0625
H -24.6008 -3.5313 8.0863
H -15.3301 -0.4534 5.9250
H -23.7365 6.9202 6.7167
H -26.4031 4.0639 3.2132
C -25.9178 6.3949 6.5884
H -21.9338 -1.6197 -5.3641
H -16.3340 1.0048 6.3014
H -19.8047 8.8627 5.0721
H -18.8665 13.5858 -4.5101
H -14.8112 1.3203 10.9300
H -29.0498 9.5144 -9.7072
H -28.4210 11.4334 -5.9662
H -21.0586 13.6902 -2.9241
H -13.7951 2.7039 -8.4644
H -16.8597 3.1677 -6.8525
H -27.6507 5.7857 6.8293
H -22.2795 -4.0437 7.3972
H -15.2751 3.8750 -6.8973
H -25.0061 8.7586 -9.1574
C -25.6729 9.4330 -9.6948
H -18.0554 6.8244 6.0256
C -27.4764 11.7746 -6.3898
H -14.1242 1.5563 8.4203
H -19.1532 4.4349 0.7564
C -12.8266 3.4278 -1.6438
H -21.8577 0.4039 -4.2118
H -26.0106 2.6941 4.1495
N -22.1070 8.1054 -0.5185
C -22.0233 -3.0362 -3.7214
H -24.7407 3.7681 3.7756
H -13.3199 1.3863 0.1683
H -24.0114 -3.4903 5.5953
H -11.4090 0.4050 -2.1013
N -26.8311 5.6464 7.4027
H -25.0211 6.1252 4.7254
C -25.9140 5.7509 5.2262
C -14.9938 0.4897 10.2482
H -11.5777 -1.3673 -1.7973
O -15.4870 0.0482 7.8402
C -24.1134 0.4625 -2.8128
H -18.5389 11.7378 -1.4048
H -14.9922 -0.4081 -11.2081
N -21.4996 14.0808 -3.7445
H -11.8943 3.3545 -1.0838
H -25.2011 0.4340 -2.7487
H -12.8160 1.2130 -11.4873
N -28.1597 9.9346 -9.9335
H -26.7184 11.4895 -5.6602
C -14.9408 0.0419 -10.2166
H -26.5464 4.7088 7.1577
H -14.8042 2.0879 -10.9031
H -25.6677 9.0916 -10.7300
H -23.5948 -1.7531 5.9059
C -18.8027 9.2349 5.2857
H -22.7007 8.4563 -1.2565
C -15.4054 0.4696 6.4999
H -13.9230 -0.8565 11.4255
H -26.0760 7.4657 6.4598
H -23.8042 1.4969 -2.9627
N -16.2420 -0.1734 10.3994
O -25.9239 4.3467 5.3114
C -13.9106 -0.4518 10.4135
H -20.0513 6.3503 -0.1120
C -21.6746 6.4019 -2.3300
H -22.6334 -1.2342 4.0852
H -21.7533 -0.2833 -2.5869
H -19.1844 12.0078 -5.1072
C -24.5073 6.3589 7.2448
H -23.5017 -3.1955 9.3342
H -21.9085 5.3512 -2.5013
H -13.8492 -0.8138 -0.5408
H -23.7546 0.3008 -1.7963
H -14.5318 1.0302 6.1672
H -13.3558 -0.0245 -3.2456
C -14.2872 1.4735 -10.1660
C -22.6551 -3.0211 7.3593
C -21.4423 13.7380 -6.0924
H -27.2525 8.2493 -8.8912
C -20.1470 3.9932 0.8310
H -21.6193 12.9814 -6.8568
H -20.7245 14.3195 -6.6710
H -27.9443 9.3142 -7.0222
N -20.1522 -1.6386 -4.3567
H -21.4643 -2.2967 3.2846
H -15.9804 0.0629 -9.8897
C -22.0391 6.6800 -0.8351
H -26.2466 9.5047 -7.1195
C -27.0852 9.3090 -9.0841
H -21.0639 -2.1222 8.4464
H -21.7039 12.3104 -4.7293
H -12.9410 0.0292 10.2842
H -19.6720 -1.9762 -3.5348
O -21.0057 4.5805 -0.1521
H -14.0431 1.1862 -8.1217
C -18.2820 11.9942 -2.4326
H -28.2141 10.8086 -9.4304
O -18.8121 9.4443 6.6300
H -26.6790 6.0969 4.5312
H -14.7496 -0.1919 -2.5596
N -13.8009 -0.5324 -2.4947
H -21.6863 -2.8918 -2.6949
H -19.8847 -2.3050 -5.0669
H -27.6066 12.8567 -6.3812
N -12.8615 1.2302 -10.4785
H -16.5879 -0.1774 9.4505
C -13.7153 1.3087 -0.8445
C -15.8117 2.9377 -7.0443
C -15.0392 1.0811 8.7739
C -22.1088 -0.4636 -3.6014
H -14.0017 -1.2973 9.7316
H -18.7781 10.2168 4.8131
C -27.1723 9.8254 -7.5973
H -15.8784 1.7716 8.8589
H -21.3606 6.1634 1.1570
*
```

As for the HOMO-LUMO gap: 9.108 eV. The calculation puts the lowest unoccupied orbital energy at 0.068 eV.



--- B ---
The following is a quantum chemistry calculation of 10 unconnected molecules or ions with the total composition C38H105N9O11, from the OMol25 dataset.

ORCA input file:
```
! wB97M-V def2-TZVPD RIJCOSX def2/J DEFGRID3
* xyz 0 1
C 7.5008 -13.1335 4.9114
H 7.1704 -13.7211 4.0401
C 9.2878 -6.5968 2.4227
H 9.4732 -12.2378 3.3628
C 13.9561 -12.5520 2.9589
O 10.3630 -5.0881 0.9510
H 18.5143 -13.3167 -4.1654
H 14.2191 -0.4637 -4.1613
H 12.5742 -6.8656 0.5636
H 10.5241 -6.2607 -2.2309
H 16.3121 -4.4755 3.6590
C 11.3849 -9.9841 -3.5405
O 16.8649 -7.0864 2.4558
C 17.5266 -8.3235 2.4633
N 12.1871 -2.1566 -3.5676
C 10.7993 -11.2958 -4.0586
C 19.4481 -10.5602 -2.7515
H 13.4113 -9.1920 -1.2107
O 7.2619 -8.9911 -1.2031
H 15.5609 -13.6933 3.4279
C 14.4836 -1.5116 -4.3648
N 10.5633 -6.7128 3.1938
H 7.2074 -6.4535 3.0087
H 14.5231 -11.6150 2.9995
H 14.1921 -9.2507 1.6947
C 16.8994 -5.4540 -5.2325
H 10.8868 -11.3206 -5.1479
C 8.8367 -7.1902 -1.6168
H 8.2167 -6.4967 -1.0374
H 13.1870 -13.7888 4.5288
N 11.7271 -8.7860 0.8317
H 9.7356 -10.7673 5.1005
H 13.8227 -3.3759 -3.5772
C 13.4081 -12.7274 4.3833
O 17.2490 -5.2068 -6.5911
C 12.8927 -12.4805 1.8978
H 12.5291 -12.0934 4.5490
C 7.6133 -11.2972 3.4536
H 9.2219 -4.4649 2.5632
H 18.3312 -5.7496 3.1368
H 11.8399 -2.6102 -4.4081
C 14.0268 -2.0488 -1.9266
H 10.9517 -8.6287 0.2013
H 13.2462 -12.1726 0.9124
H 11.3135 -3.7918 -0.3098
H 17.3853 -8.9754 -4.0952
H 20.1170 -10.3261 -3.6119
H 6.0769 -10.7333 -1.0744
H 14.8621 -7.6464 1.3468
H 9.2656 -7.4537 1.7486
H 18.9761 -5.4439 -4.5721
H 15.3954 -11.0018 6.3242
H 12.4229 -13.9596 -1.3272
H 14.0643 -0.9615 -1.8030
H 16.9950 -4.3173 -6.8555
C 15.1326 -4.0427 -1.4221
H 11.4677 -8.6820 1.8040
H 17.9462 -6.7194 -3.0357
O 10.9338 -12.7998 -2.1884
H 12.0336 -1.1831 -3.8450
C 9.0900 -11.2260 3.1265
C 17.6995 -3.6657 1.3300
N 18.2588 -8.5623 -3.7606
H 10.5503 -6.0067 3.9264
H 13.2671 -2.4497 -1.2472
H 12.3934 -13.4491 1.7849
H 16.0536 -4.4053 -0.9608
N 9.4229 -10.9692 1.7083
H 16.7874 -9.9486 -1.9045
H 20.2357 -10.7166 -1.9984
H 19.7484 -13.2883 -2.9648
H 7.1769 -10.2893 3.3912
H 17.1781 -8.3692 -1.3067
H 15.1440 -4.5748 -2.3791
H 19.9957 -12.3455 -4.4940
H 9.2082 -9.1919 -1.9776
H 9.7173 -9.3361 3.9830
H 18.1506 -8.3914 3.3710
H 11.2605 -13.3745 -4.1716
C 18.7145 -9.2467 -2.5333
C 13.9441 -8.1922 1.5442
H 15.6126 -6.9786 -2.8654
C 17.9945 -5.1384 -4.2049
C 14.5635 -11.0658 5.6317
H 15.8831 -5.2491 -4.8963
H 12.1404 -11.7187 2.1129
H 8.1212 -7.7528 3.8778
H 18.0010 -4.0620 -3.9995
H 13.6495 -10.7606 6.1520
H 16.9912 -6.5544 -5.2508
H 14.7024 -10.4915 4.7174
H 18.2907 -3.9954 0.4605
H 9.3107 -11.7654 -2.8021
H 18.4815 -3.4308 2.0613
H 14.2556 -1.7089 -5.4096
H 17.1965 -2.7655 0.9918
H 10.3581 -6.1675 -0.5963
H 18.4429 -6.2140 1.4556
C 8.5301 -6.9826 -3.0992
H 11.0788 -9.7374 -2.5259
H 10.7611 -14.2661 -0.7678
H 16.7948 -9.1230 2.4390
N 10.2584 -6.7789 -1.4031
C 19.2801 -12.6677 -3.7393
H 18.8714 -8.8496 -4.5235
H 10.9358 -3.0968 1.2134
H 8.8741 -10.5159 -3.7731
N 14.9510 -13.5936 2.6169
H 15.0169 -8.6634 -2.7446
H 9.4852 -11.9039 1.3124
H 11.2085 -9.1221 -4.1834
C 14.7461 -7.6030 -2.6629
C 13.6373 -2.3126 -3.3734
H 12.4239 -7.8428 -1.5208
C 10.5324 -3.7773 0.4491
C 8.6339 -8.6415 -1.2248
O 15.2521 -2.6464 -1.5627
O 17.7288 -5.7736 -2.9744
C 16.8494 -4.8499 1.7610
H 8.9866 -8.8373 -0.2050
O 14.4078 -12.4621 5.3364
H 12.5294 -12.4378 -3.3200
H 15.1993 -5.2223 2.7709
H 7.0905 -11.8094 2.6312
C 9.2124 -5.2248 1.7726
H 8.3217 -6.0717 4.2859
H 14.3172 -4.3813 -0.7755
C 12.8623 -7.9301 0.5106
H 18.2825 -8.4064 1.6710
C 17.7174 -5.9912 2.2557
H 11.2707 -14.7897 -2.4091
N 15.8291 -4.4193 2.7640
H 9.3136 -7.4209 -3.7283
H 6.9749 -13.5118 5.7822
H 16.3821 -5.2170 0.8462
O 14.3944 -7.3624 -1.3133
H 17.9411 -9.8041 -0.5640
H 13.8897 -7.3770 -3.3087
N 9.3600 -11.4016 -3.7448
C 8.1629 -6.7568 3.4451
C 13.2983 -8.1341 -0.9123
C 11.3714 -14.0232 -1.6321
H 7.6542 -7.5760 -3.3801
H 13.5322 -7.9483 2.5335
C 9.9509 -10.4029 4.1021
H 10.9865 -10.4344 3.7610
H 9.5731 -3.3789 0.1112
H 12.4687 -10.1590 -3.5013
C 17.6110 -9.3553 -1.4966
H 10.3950 -10.6704 1.6843
H 11.2837 -6.3818 2.5516
H 19.4608 -8.5354 -2.1561
H 7.7577 -10.9858 -1.6139
H 8.5618 -13.4182 4.9654
O 7.3357 -11.7520 4.7488
C 11.4469 -12.5479 -3.4740
H 7.3874 -10.5969 0.0453
H 14.4282 -14.4718 2.6401
H 8.3266 -5.1045 1.1356
C 7.1001 -10.3720 -0.9929
H 8.3995 -5.9279 -3.3292
H 15.5437 -1.6461 -4.1505
O 18.5958 -11.6072 -3.0980
*
```

As for the HOMO-LUMO gap: 9.288 eV. The calculation puts the lowest unoccupied orbital energy at 0.512 eV.



Which structure is most stable? B, by 569.6 kJ/mol over the runner-up.



--- A ---
The following is a quantum chemistry calculation of C7H5NO4 in the gas phase, from the OMol25 dataset.

ORCA input file:
```
! wB97M-V def2-TZVPD RIJCOSX def2/J DEFGRID3
* xyz 0 1
C -0.9121 -1.2403 -1.3460
C -0.3999 0.4093 0.3319
C 0.3879 0.9932 1.5075
O 2.3001 0.4714 -0.6288
C 1.4794 -0.7347 -0.9054
C -2.3069 -1.0576 -1.1218
O -0.1572 2.1304 1.9148
N -2.6324 -0.0060 -0.3792
C 0.0580 -0.4986 -0.6334
O 1.7615 -1.9436 -1.3884
H 0.2230 2.3080 2.7992
H -0.7257 -1.9900 -2.1856
O 1.3413 0.3169 1.9852
C -1.7586 0.7967 0.2917
H 3.1329 0.2048 -1.2877
H -3.1172 -1.8143 -1.4416
H -2.3396 1.5255 0.9608
*
```

As for the HOMO-LUMO gap: 9.065 eV. The calculation puts the lowest unoccupied orbital energy at -0.750 eV.



--- B ---
The following is a quantum chemistry calculation of C7H5NO4 in the gas phase, from the OMol25 dataset.

ORCA input file:
```
! wB97M-V def2-TZVPD RIJCOSX def2/J DEFGRID3
* xyz 0 1
C -0.2955 -0.2854 -1.4402
H 0.5821 2.2099 0.5308
O -0.1744 0.5336 -3.6599
C -0.2492 -0.9030 0.9309
C 0.2561 1.2587 0.2053
O 0.4518 -0.0339 3.5750
O 0.1761 2.1436 2.7410
H 0.7271 -0.8983 3.1166
C 0.3016 0.9509 2.6474
N 0.1382 0.8576 -1.0781
O -0.1039 -1.7124 -3.4606
C 0.0206 0.3509 1.2591
H -0.8975 -2.2717 -0.5232
H -0.1168 -1.6838 1.6458
C -0.2108 -0.5707 -2.9634
H -0.0024 1.3073 -3.1623
C -0.6029 -1.2534 -0.3639
*
```

As for the HOMO-LUMO gap: 9.595 eV. The calculation puts the lowest unoccupied orbital energy at -0.653 eV.



Which structure is most stable? B, by 130.5 kJ/mol over the runner-up.